A molecular structure, C2H11AgBGaNO3PS at a distorted geometry, computed with the ωB97M-V functional and the def2-TZVPD basis.

CARTESIAN COORDINATES (ANGSTROEM)
C (3.07371, -0.36977, 0.09598)
O (2.24517, 0.64729, 0.61068)
C (1.12281, 0.11783, 1.34680)
Ga (-0.49170, -0.08064, 0.14911)
S (0.30049, -0.05716, -2.08995)
P (-1.85018, -1.97982, 0.48580)
N (-2.00049, -2.81653, -0.84566)
B (-1.71003, 1.66942, 0.14547)
O (-2.77626, 2.15498, 0.82319)
O (-1.30234, 2.40442, -1.01424)
H (2.49754, -1.11287, -0.47911)
H (3.60650, -0.88910, 0.90810)
H (3.80422, 0.09628, -0.57321)
H (1.42874, -0.82602, 1.82654)
H (0.91604, 0.84986, 2.13676)
H (1.20577, 0.92174, -1.85783)
H (-1.38698, -2.71124, 1.60268)
H (-3.08656, -1.51379, 1.00446)
H (-1.79155, -3.80290, -0.74599)
H (-3.29826, 2.82922, 0.36528)
H (-0.44940, 1.94506, -1.09153)
Ag (-0.05723, 2.52374, -2.80331)

Cartesian forces (eV/Å) of the 2 atoms listed first:
0.0 -0.1 0.0
0.1 0.1 -0.1

Summary:
- net charge = 0
- E_HOMO (Eh) = -0.260
- gap between HOMO and LUMO (eV) = 5.0
- relative energy (zero: lowest compared OMol25 entry of this formula, charge and spin) (eV) = 0.000
- maximum force (eV/A) = 2.14

***

2 unconnected molecules or ions with the total composition C2H11N2 at a distorted geometry, computed with the ωB97M-V functional and the def2-TZVPD basis.

CARTESIAN COORDINATES (ANGSTROEM)
N (-1.15866, -1.64197, -1.16002)
H (-1.16440, -1.83051, -2.15596)
H (-1.29920, -2.52330, -0.68023)
H (0.44852, -0.77882, -0.71450)
H (-2.01367, -1.11232, -0.95028)
C (-0.01106, 1.78633, 0.58281)
C (0.38763, 0.40212, 1.02694)
N (1.13561, -0.30300, -0.06785)
H (-0.44528, 1.73490, -0.42949)
H (-0.71948, 2.30262, 1.21731)
H (0.86663, 2.44109, 0.46965)
H (1.00283, 0.37603, 1.91165)
H (-0.48245, -0.20590, 1.25418)
H (1.76883, -0.98830, 0.33882)
H (1.68414, 0.34104, -0.64302)

Cartesian forces (eV/Å) of the 2 atoms listed first:
-0.3 0.5 0.3
-0.1 -0.1 0.0

Summary:
- net charge = +1
- E_HOMO (Eh) = -0.570
- gap between HOMO and LUMO (eV) = 12.3
- relative energy (zero: lowest compared OMol25 entry of this formula, charge and spin) (eV) = 0.146
- maximum force (eV/A) = 1.37

***

2 unconnected molecules or ions with the total composition C2H11N2O at a distorted geometry, computed with the ωB97M-V functional and the def2-TZVPD basis.

CARTESIAN COORDINATES (ANGSTROEM)
N (-0.17130, -0.87256, 0.06687)
C (-0.37346, 0.63642, -0.12107)
C (-0.03633, 0.93844, -1.56840)
N (1.30882, 0.53013, -1.83048)
H (-0.01906, -1.11602, 1.05375)
H (-0.93888, -1.39497, -0.34374)
H (0.73275, -0.91452, -0.45319)
H (-1.44154, 0.85042, 0.07012)
H (0.38702, 1.10796, 0.47866)
H (-0.75784, 0.46291, -2.29720)
H (-0.43573, 1.95369, -1.85692)
H (1.61478, 0.30161, -2.76492)
H (2.12452, 1.03823, -1.52008)
H (-0.47280, -0.07526, 3.24473)
H (-1.33830, -1.30242, 3.49447)
O (-0.64552, -0.96210, 2.90332)

Cartesian forces (eV/Å) of the 2 atoms listed first:
1.1 1.6 0.0
-1.2 -0.9 -0.8

Summary:
- net charge = +1
- E_HOMO (Eh) = -0.517
- gap between HOMO and LUMO (eV) = 11.0
- relative energy (zero: lowest compared OMol25 entry of this formula, charge and spin) (eV) = 0.638
- maximum force (eV/A) = 2.82

***

2 unconnected molecules or ions with the total composition C2H11N2O at a distorted geometry, computed with the ωB97M-V functional and the def2-TZVPD basis.

CARTESIAN COORDINATES (ANGSTROEM)
N (-0.61905, 0.39426, -0.08185)
C (0.25512, -0.88876, -0.00536)
C (1.47497, -0.60505, 0.85094)
N (2.62406, -0.10277, 0.10787)
H (0.06088, 1.12786, -0.31520)
H (-1.30169, 0.34575, -0.83965)
H (-1.05556, 0.69796, 0.78006)
H (-0.30068, -1.68021, 0.48405)
H (0.43018, -1.00028, -1.07126)
H (1.21885, 0.18561, 1.55913)
H (1.69094, -1.51058, 1.42209)
H (3.27068, 0.26723, 0.80456)
H (3.08209, -0.78980, -0.46588)
H (-3.98157, 1.77382, -0.73398)
H (-3.58903, 0.67295, -1.64978)
O (-3.26020, 1.11201, -0.84575)

Cartesian forces (eV/Å) of the 2 atoms listed first:
1.4 -0.3 -0.3
-0.6 1.3 0.3

Summary:
- net charge = +1
- E_HOMO (Eh) = -0.500
- gap between HOMO and LUMO (eV) = 10.4
- relative energy (zero: lowest compared OMol25 entry of this formula, charge and spin) (eV) = 0.632
- maximum force (eV/A) = 1.47

***

3 unconnected molecules or ions with the total composition C2H11N2O2 at a distorted geometry, computed with the ωB97M-V functional and the def2-TZVPD basis.

CARTESIAN COORDINATES (ANGSTROEM)
C (0.14421, 1.11122, -0.15059)
C (0.06024, 1.63192, -1.38233)
N (0.44260, 0.99157, -2.54536)
N (0.35527, -0.20487, 0.49858)
H (-0.00745, 1.93449, 0.50119)
H (-0.43445, 2.60750, -1.51173)
H (-0.03830, 0.20378, -2.82435)
H (0.30604, 1.62113, -3.36790)
H (1.36287, -0.21665, 0.96477)
H (0.07973, -1.13695, -0.13331)
H (-0.21451, -0.09337, 1.34266)
H (0.45996, 0.15705, 3.53431)
H (-0.90065, -0.04099, 4.16469)
O (-0.46921, -0.19402, 3.27612)
H (-0.87640, -2.69181, -0.20206)
H (-0.05941, -3.23174, -1.34792)
O (-0.21054, -2.44827, -0.81675)

Cartesian forces (eV/Å) of the 2 atoms listed first:
-0.6 1.5 -0.3
0.0 -1.9 -0.3

Summary:
- net charge = +1
- E_HOMO (Eh) = -0.470
- gap between HOMO and LUMO (eV) = 9.5
- relative energy (zero: lowest compared OMol25 entry of this formula, charge and spin) (eV) = 2.578
- maximum force (eV/A) = 3.54

***

3 unconnected molecules or ions with the total composition C2H11N2O2 at a distorted geometry, computed with the ωB97M-V functional and the def2-TZVPD basis.

CARTESIAN COORDINATES (ANGSTROEM)
C (-0.74027, -1.03635, 0.36446)
C (-1.66450, -0.68094, -0.54404)
N (-2.56592, 0.39871, -0.64217)
N (0.22808, 0.05318, 0.62445)
H (-0.86583, -1.81877, 1.09343)
H (-2.04434, -1.47577, -1.21561)
H (-2.66549, 0.93122, -1.49298)
H (-3.43543, 0.02845, -0.28508)
H (0.28948, 0.51817, 1.54773)
H (0.07389, 0.94651, 0.08996)
H (1.14080, -0.35084, 0.42947)
H (3.35377, -2.68375, 1.01083)
H (3.30035, -1.27675, 0.33461)
O (2.90455, -1.82332, 1.02167)
H (0.97307, 2.57395, -1.53210)
H (1.07050, 3.21211, -0.16935)
O (0.64727, 2.48416, -0.63529)

Cartesian forces (eV/Å) of the 2 atoms listed first:
-0.7 2.6 -0.6
-2.0 -3.0 -1.4

Summary:
- net charge = +1
- E_HOMO (Eh) = -0.494
- gap between HOMO and LUMO (eV) = 9.6
- relative energy (zero: lowest compared OMol25 entry of this formula, charge and spin) (eV) = 3.486
- maximum force (eV/A) = 3.87

***

3 unconnected molecules or ions with the total composition C2H11N2O2 at a distorted geometry, computed with the ωB97M-V functional and the def2-TZVPD basis.

CARTESIAN COORDINATES (ANGSTROEM)
C (0.95066, 0.66042, 0.06999)
C (0.63359, 0.14554, 1.24962)
N (-0.54330, 0.71801, 1.84760)
N (0.50979, -0.05979, -1.18241)
H (1.27169, 1.77231, 0.04278)
H (0.89244, -0.79899, 1.69440)
H (-0.37963, 0.83284, 2.83612)
H (-0.84431, 1.55004, 1.36313)
H (-0.39810, -0.37773, -0.98988)
H (0.20618, 0.46025, -1.94590)
H (1.01923, -0.92655, -1.54383)
H (1.94105, -3.12593, -1.54578)
H (1.66068, -3.18352, -0.03256)
O (1.33036, -2.68849, -0.96831)
H (-3.13689, 2.00249, -0.98694)
H (-2.88669, 0.93642, 0.08536)
O (-2.40744, 1.61537, -0.47555)

Cartesian forces (eV/Å) of the 2 atoms listed first:
1.2 2.8 -2.5
-3.6 -0.5 1.5

Summary:
- net charge = +1
- E_HOMO (Eh) = -0.458
- gap between HOMO and LUMO (eV) = 8.4
- relative energy (zero: lowest compared OMol25 entry of this formula, charge and spin) (eV) = 4.394
- maximum force (eV/A) = 5.00